The following is a DFT calculation (the ωB97M-V functional and the def2-TZVPD basis) of 4 unconnected molecules or ions with the total composition C24H55IO11P2 in a non-equilibrium geometry.

max |F| = 4.64 eV/Å
SMILES = CCOP(=O)(CCC[C@@H](CCP(=O)(OCC)OCC)OC(=O)I)OCC.CC(C)O.CC(C)O.CC(C)O
total energy = -2755.62361 Eh

```
93
C24H55IO11P2, DFT the ωB97M-V functional and the def2-TZVPD basis
C 1.63 0.00 2.03
C 1.43 1.47 1.94
O 0.17 1.79 1.32
P 0.22 3.10 0.47
O 0.90 4.18 1.17
C -1.49 3.52 0.19
C -2.14 3.06 -1.11
C -2.58 1.60 -1.19
C -4.03 1.47 -1.56
C -4.34 0.45 -2.61
C -4.03 -1.01 -2.28
P -2.66 -1.77 -3.15
O -3.15 -2.71 -4.14
O -1.68 -2.49 -2.18
C -1.24 -1.84 -0.96
C -2.08 -2.23 0.21
O -1.90 -0.54 -3.81
C -0.48 -0.57 -3.97
C 0.01 0.83 -4.14
O -4.75 1.20 -0.33
C -5.86 1.90 -0.06
O -6.08 2.50 1.01
I -7.44 1.83 -1.49
O 0.88 2.65 -0.87
C 1.79 3.57 -1.51
C 1.08 4.59 -2.33
H 2.15 -0.37 1.17
H 2.27 -0.20 2.86
H 0.72 -0.52 2.17
H 2.23 1.91 1.40
H 1.42 1.90 2.92
H -2.03 3.12 1.03
H -1.50 4.59 0.24
H -2.98 3.69 -1.32
H -1.43 3.22 -1.88
H -2.42 1.12 -0.25
H -1.99 1.11 -1.94
H -4.35 2.41 -1.95
H -3.91 0.77 -3.53
H -5.39 0.48 -2.74
H -3.96 -1.12 -1.21
H -4.86 -1.60 -2.58
H -1.17 -0.78 -1.10
H -0.24 -2.18 -0.81
H -3.03 -2.60 -0.12
H -2.24 -1.39 0.85
H -1.62 -3.01 0.78
H -0.24 -1.15 -4.84
H 0.00 -1.01 -3.12
H 0.89 0.86 -4.73
H 0.15 1.29 -3.19
H -0.77 1.38 -4.62
H 2.46 4.02 -0.81
H 2.38 2.99 -2.18
H 1.73 4.87 -3.13
H 0.24 4.11 -2.79
H 0.78 5.44 -1.77
C 0.43 -5.47 3.13
C -0.54 -4.48 3.74
C -1.31 -5.09 4.90
O -1.44 -3.98 2.75
H -0.12 -6.33 2.73
H 0.97 -5.02 2.30
H 1.15 -5.83 3.86
H 0.01 -3.61 4.10
H -1.91 -5.94 4.57
H -1.99 -4.37 5.34
H -0.62 -5.43 5.67
H -1.95 -4.73 2.41
C 4.46 3.91 -5.63
C 4.62 2.83 -4.57
C 5.30 1.59 -5.12
O 3.34 2.49 -4.02
H 3.84 3.54 -6.45
H 3.97 4.79 -5.21
H 5.43 4.21 -6.03
H 5.20 3.23 -3.73
H 4.70 1.16 -5.93
H 5.40 0.83 -4.35
H 6.29 1.83 -5.51
H 2.80 2.14 -4.73
C 3.40 -3.14 7.17
C 2.07 -3.01 6.44
C 1.48 -1.62 6.59
O 1.15 -4.00 6.90
H 3.26 -2.97 8.24
H 3.81 -4.14 7.05
H 4.13 -2.42 6.80
H 2.22 -3.23 5.38
H 1.28 -1.41 7.65
H 0.53 -1.54 6.06
H 2.16 -0.85 6.21
H 1.00 -3.84 7.84
```

=====

The following is a DFT calculation (the ωB97M-V functional and the def2-TZVPD basis) of 4 unconnected molecules or ions with the total composition C24H55NO9P2S in a non-equilibrium geometry.

max |F| = 5.05 eV/Å
energy above the lowest of the compared OMol25 structures with the same formula, charge and spin = 79.0 kcal per mole
SMILES = CCOP(=O)(CCC[C@H]1C(=O)N[C@@H]([PH2]=S)[C@]1(O)CCCOC)OCC.CC(C)O.CC(C)O.CC(C)O

```
92
C24H55NO9P2S, DFT the ωB97M-V functional and the def2-TZVPD basis
C -1.88 2.77 3.81
C -2.42 3.00 2.30
O -2.79 1.68 1.81
P -3.31 1.69 0.20
O -4.84 1.95 0.20
C -2.41 2.90 -0.92
C -1.53 2.23 -2.08
C 0.01 2.77 -2.06
C 1.07 1.63 -1.69
C 2.48 2.43 -1.88
O 2.70 3.51 -2.42
N 3.44 1.55 -1.18
C 2.83 1.31 0.14
P 3.21 2.95 1.07
S 5.12 3.26 0.95
C 1.22 1.17 -0.15
O 0.69 2.15 0.80
C 0.96 -0.39 0.19
C 0.12 -0.45 1.57
C -0.36 -1.96 1.90
O -0.89 -2.57 0.72
C -0.89 -4.01 0.83
O -3.09 0.08 -0.36
C -4.04 -0.23 -1.43
C -3.44 -1.55 -2.16
H -1.20 1.84 3.74
H -1.20 3.62 4.16
H -2.70 2.49 4.54
H -3.35 3.67 2.35
H -1.55 3.48 1.74
H -1.76 3.66 -0.39
H -3.23 3.51 -1.45
H -1.46 1.10 -2.05
H -1.98 2.54 -3.10
H 0.24 3.16 -3.11
H 0.16 3.65 -1.35
H 0.98 0.63 -2.23
H 3.72 0.74 -1.75
H 3.29 0.54 0.84
H 2.54 4.03 0.38
H 2.74 2.85 2.44
H -0.28 2.15 0.66
H 1.91 -1.02 0.24
H 0.26 -0.78 -0.63
H -0.84 0.14 1.38
H 0.65 0.04 2.45
H -1.20 -1.89 2.69
H 0.56 -2.48 2.35
H -0.56 -4.47 -0.17
H -0.12 -4.39 1.60
H -1.91 -4.43 1.15
H -5.01 -0.58 -0.93
H -4.18 0.64 -2.14
H -2.96 -1.31 -3.17
H -4.24 -2.36 -2.28
H -2.59 -1.96 -1.51
C 2.44 -7.38 -0.85
C 2.40 -5.94 -1.32
C 3.72 -5.52 -1.95
O 2.12 -5.08 -0.21
H 3.22 -7.52 -0.09
H 1.49 -7.66 -0.39
H 2.64 -8.06 -1.68
H 1.59 -5.81 -2.04
H 4.54 -5.60 -1.23
H 3.68 -4.48 -2.27
H 3.96 -6.15 -2.82
H 2.83 -5.19 0.43
C -5.52 5.74 0.83
C -6.92 5.61 0.26
C -7.92 5.22 1.33
O -6.92 4.63 -0.78
H -5.18 4.79 1.24
H -4.81 6.01 0.04
H -5.48 6.50 1.62
H -7.22 6.56 -0.19
H -7.66 4.24 1.76
H -8.92 5.12 0.90
H -7.95 5.96 2.13
H -6.65 3.79 -0.39
C 7.23 -2.37 0.89
C 6.57 -3.53 0.17
C 6.68 -3.38 -1.34
O 5.20 -3.61 0.54
H 6.75 -1.42 0.63
H 7.13 -2.49 1.97
H 8.29 -2.30 0.64
H 7.04 -4.47 0.48
H 6.18 -2.47 -1.68
H 6.20 -4.22 -1.85
H 7.73 -3.34 -1.66
H 4.77 -2.78 0.27
```

=====

The following is a DFT calculation (the ωB97M-V functional and the def2-TZVPD basis) of 3 unconnected molecules or ions with the total composition C24H56ClN2O5P.

max |F| = 0.41 eV/Å
SMILES = COCCCCCCCCCCCPCl.COCCNCCOC.COCCNCCOC
total energy = -2235.16955 Eh

```
89
C24H56ClN2O5P, DFT the ωB97M-V functional and the def2-TZVPD basis
C -4.59 -6.55 0.57
O -3.52 -6.43 -0.33
C -3.13 -5.10 -0.61
C -2.04 -4.61 0.33
C -0.70 -5.35 0.18
C 0.49 -4.61 0.82
C 1.05 -5.29 2.09
C 2.52 -5.00 2.48
C 3.31 -3.94 1.69
C 4.43 -4.43 0.74
C 4.06 -5.07 -0.60
C 3.51 -6.52 -0.53
C 4.55 -7.62 -0.84
P 4.69 -8.70 0.64
Cl 5.55 -10.38 -0.22
H -5.06 -7.53 0.40
H -5.34 -5.77 0.39
H -4.27 -6.49 1.61
H -2.78 -5.09 -1.65
H -4.01 -4.44 -0.54
H -1.88 -3.54 0.16
H -2.39 -4.71 1.36
H -0.80 -6.35 0.64
H -0.52 -5.53 -0.89
H 0.18 -3.59 1.07
H 1.28 -4.50 0.08
H 0.40 -4.97 2.92
H 0.91 -6.37 2.01
H 2.52 -4.69 3.54
H 3.10 -5.94 2.47
H 3.80 -3.28 2.41
H 2.61 -3.30 1.14
H 5.07 -5.14 1.30
H 5.07 -3.56 0.52
H 3.35 -4.42 -1.13
H 4.96 -5.08 -1.23
H 3.09 -6.67 0.47
H 2.66 -6.64 -1.21
H 5.54 -7.17 -1.02
H 4.29 -8.21 -1.72
H 3.36 -9.18 0.50
C -0.26 3.49 3.07
O -0.69 3.09 1.79
C 0.13 3.53 0.71
C 0.85 2.37 0.06
N 1.84 1.80 0.95
C 2.48 0.58 0.47
C 1.61 -0.63 0.20
O 1.05 -1.22 1.35
C -0.14 -0.64 1.83
H -1.05 3.24 3.77
H 0.66 2.98 3.38
H -0.07 4.57 3.11
H 0.84 4.28 1.06
H -0.51 4.01 -0.04
H 1.36 2.75 -0.84
H 0.09 1.65 -0.28
H 1.43 1.63 1.86
H 3.24 0.29 1.21
H 3.02 0.82 -0.45
H 2.25 -1.40 -0.25
H 0.81 -0.41 -0.52
H -0.76 -0.27 1.00
H 0.03 0.19 2.52
H -0.70 -1.42 2.35
C -2.88 9.76 -4.51
O -2.59 10.10 -3.17
C -3.70 10.08 -2.29
C -3.57 8.97 -1.27
N -3.66 7.67 -1.89
C -3.41 6.53 -1.02
C -2.04 6.42 -0.35
O -0.98 6.13 -1.24
C -0.42 7.25 -1.90
H -1.99 9.97 -5.09
H -3.14 8.70 -4.63
H -3.71 10.36 -4.90
H -4.62 9.96 -2.86
H -3.74 11.04 -1.77
H -4.38 9.07 -0.54
H -2.63 9.13 -0.72
H -3.04 7.63 -2.69
H -3.57 5.62 -1.60
H -4.16 6.54 -0.22
H -2.09 5.58 0.35
H -1.80 7.32 0.24
H -0.42 8.14 -1.26
H -0.94 7.50 -2.83
H 0.61 7.00 -2.15
```